(1)
This record from OMol25 describes a 2-piece molecular cluster, CH3N2O2 overall. The level of theory is the ωB97M-V functional and the def2-TZVPD basis.

Charge: +1
Electronic energy in eV: -8150.2862
Energy above the lowest of the compared OMol25 structures with the same formula, charge and spin in eV: 0.8472

Each line ends with the Mulliken charge.
Cartesian coordinates (Å):
C -0.086 -0.815 -0.350  0.344
N -0.801 -3.736 -1.468  0.614
N -0.032 0.201 0.517  -0.310
O -1.322 -4.351 -0.716  0.189
O -0.857 -1.747 -0.159  -0.564
H 0.574 -0.508 -1.289  0.236
H 0.422 1.002 0.117  0.258
H -0.316 -0.006 1.421  0.234


(2)
This record from OMol25 describes C21H64N12O15VZn as an isolated structure. The level of theory is the ωB97M-V functional and the def2-TZVPD basis.

Charge: +1
Electronic energy in eV: -145518.0306

Each line ends with the Mulliken charge.
Cartesian coordinates (Å):
Zn 1.047 2.547 -1.730  1.469
O -1.848 2.748 0.984  -0.707
V -0.905 1.636 1.619  0.523
O -0.056 2.347 2.757  -0.511
O -1.313 -0.543 1.099  2.127
C -0.503 -0.913 0.003  -1.201
C 0.748 -0.014 -0.225  -0.069
O 0.585 1.389 -0.113  0.254
H -1.110 -0.767 -0.902  0.239
H -0.182 -1.954 0.105  0.101
H 1.133 -0.163 -1.244  -0.125
H 1.572 -0.346 0.429  0.591
C -1.788 4.062 -2.009  0.451
O -0.721 3.520 -1.719  -0.274
N -1.886 5.319 -2.548  -0.494
N -2.945 3.370 -1.996  0.006
H -2.791 5.751 -2.495  0.206
H -1.079 5.908 -2.428  0.227
H -3.801 3.805 -2.280  0.224
H -2.881 2.359 -1.884  -0.125
C 4.457 1.486 2.418  0.525
O 4.996 1.616 3.514  -0.691
N 5.171 1.447 1.254  -0.280
N 3.114 1.385 2.277  0.116
H 4.773 1.031 0.428  0.101
H 6.145 1.677 1.210  0.193
H 2.562 1.263 3.111  -0.035
H 2.672 1.179 1.396  -0.079
C -0.137 0.678 -3.940  0.480
O 0.319 1.582 -3.221  -0.779
N 0.601 0.154 -4.944  -0.461
N -1.368 0.160 -3.782  0.074
H 1.564 0.439 -4.973  0.254
H 0.216 -0.573 -5.517  0.162
H -1.605 -0.579 -4.418  0.235
H -2.038 0.420 -3.063  -0.209
C 4.119 1.768 -2.427  0.324
O 2.938 1.855 -2.064  -0.400
N 4.703 0.595 -2.798  -0.332
N 4.923 2.846 -2.536  -0.398
H 5.599 0.529 -3.239  0.186
H 4.115 -0.226 -2.726  0.169
H 4.658 3.764 -2.231  0.194
H 5.896 2.654 -2.696  0.173
C 2.723 4.690 -0.082  0.454
O 1.777 4.016 -0.527  -0.475
N 3.712 4.226 0.694  -0.258
N 2.756 6.033 -0.282  -0.480
H 3.828 3.282 1.031  0.114
H 4.344 4.908 1.068  0.193
H 3.445 6.647 0.106  0.146
H 2.075 6.449 -0.892  0.218
C -2.991 0.255 3.853  0.505
O -2.490 1.250 3.305  -0.573
N -4.000 0.299 4.744  -0.384
N -2.629 -1.000 3.485  0.051
H -4.391 1.168 5.058  0.267
H -4.293 -0.568 5.145  0.135
H -1.987 -1.034 2.695  -0.658
H -3.040 -1.863 3.779  0.287
C 1.139 -4.654 2.047  -1.144
C -0.331 -4.603 2.318  0.250
O -0.725 -3.604 3.241  -0.546
H 1.708 -4.647 2.974  0.286
H 1.487 -3.841 1.397  0.149
H 1.326 -5.527 1.416  0.456
H -0.579 -5.590 2.732  0.383
H -0.969 -4.532 1.428  -0.104
H -1.009 -2.853 2.706  0.017
C -4.289 -3.817 -1.204  -1.222
C -3.366 -3.413 -0.067  0.578
O -3.670 -2.103 0.420  -0.618
H -4.382 -2.982 -1.900  0.145
H -5.317 -3.920 -0.851  0.322
H -3.900 -4.713 -1.679  0.391
H -2.340 -3.333 -0.449  -0.305
H -3.317 -4.090 0.788  0.354
H -2.887 -1.614 0.716  -0.102
C 1.836 -1.734 4.671  -1.251
C 0.717 -0.692 4.668  0.748
C 0.917 0.443 5.672  -1.311
O 0.699 -0.148 3.354  0.354
H 2.775 -1.298 4.316  0.280
H 1.670 -2.542 3.954  0.076
H 1.990 -2.238 5.626  0.483
H -0.232 -1.225 4.797  0.132
H 1.592 1.201 5.277  0.199
H 1.346 -0.022 6.559  0.424
H -0.030 0.929 5.902  0.318
H 0.963 -0.810 2.707  -0.340
C 3.587 -3.716 -2.566  -1.600
C 2.346 -3.094 -3.173  0.715
C 1.219 -3.037 -2.132  -0.989
O 2.657 -1.757 -3.581  -0.592
H 3.904 -3.170 -1.676  0.343
H 4.394 -3.721 -3.303  0.398
H 3.447 -4.765 -2.304  0.409
H 2.094 -3.718 -4.035  0.310
H 0.491 -2.338 -2.559  0.268
H 1.613 -2.698 -1.179  -0.048
H 0.693 -3.990 -2.081  0.530
H 1.844 -1.246 -3.511  0.170
C -5.355 1.040 -0.600  -1.364
C -4.750 0.312 -1.793  0.662
C -5.288 0.847 -3.123  -1.545
O -3.339 0.565 -1.725  0.338
H -5.306 2.127 -0.700  0.258
H -4.889 0.735 0.338  0.334
H -6.435 0.908 -0.480  0.432
H -5.003 -0.745 -1.702  0.106
H -4.610 0.633 -3.956  0.342
H -5.303 1.937 -3.221  0.292
H -6.284 0.451 -3.303  0.441
H -3.058 0.445 -0.808  -0.586


(3)
This record from OMol25 describes a 4-piece molecular cluster, C2H10O4 overall. The level of theory is the ωB97M-V functional and the def2-TZVPD basis.

Structure (SMILES): C=CO.O.O.O
Electronic energy in eV: -10425.0990
Energy above the lowest of the compared OMol25 structures with the same formula, charge and spin in eV: 1.0937

Each line ends with the Mulliken charge.
Cartesian coordinates (Å):
C -1.773 -1.019 1.604  -0.828
C -1.564 0.286 1.587  0.106
O -0.298 0.812 1.517  -0.452
H -2.768 -1.456 1.634  0.251
H -1.006 -1.760 1.737  0.253
H -2.262 1.115 1.588  0.366
H 0.414 0.187 1.693  0.319
O 2.148 0.112 0.613  -0.668
H 1.683 0.813 0.126  0.344
H 2.884 0.607 0.963  0.317
O 1.550 -1.243 -2.706  -0.631
H 0.769 -1.840 -2.604  0.319
H 2.091 -1.719 -2.064  0.311
O -0.899 1.956 -1.886  -0.620
H -0.028 2.085 -2.252  0.305
H -0.941 1.065 -1.549  0.306


(4)
This record from OMol25 describes C5H8O as an isolated structure. The level of theory is the ωB97M-V functional and the def2-TZVPD basis.

Electronic energy in eV: -7359.0058
Energy above the lowest of the compared OMol25 structures with the same formula, charge and spin in eV: 3.2495

Each line ends with the Mulliken charge.
Cartesian coordinates (Å):
C 1.525 0.183 -0.627  -0.480
C 2.553 1.001 -0.823  -0.449
C -1.798 -0.889 -0.120  -0.353
C -1.646 0.453 0.548  -0.209
O -0.998 -0.232 1.669  -0.369
C -1.198 -1.397 0.958  -0.263
H 0.883 -0.137 -1.445  0.248
H 1.269 -0.192 0.361  0.185
H 3.194 1.315 -0.003  0.239
H 2.799 1.387 -1.809  0.244
H -0.950 1.165 0.094  0.242
H -2.558 0.951 0.887  0.248
H -0.870 -2.351 1.359  0.368
H -2.205 -1.256 -1.049  0.349


(5)
This record from OMol25 describes C26H28N5O7S7Ti as an isolated structure. The level of theory is the ωB97M-V functional and the def2-TZVPD basis.

Charge: +1
Electronic energy in eV: -148158.3606
Energy above the lowest of the compared OMol25 structures with the same formula, charge and spin in eV: 0.1036

Each line ends with the Mulliken charge.
Cartesian coordinates (Å):
Ti -0.297 -0.002 -0.165  0.087
O -0.158 0.387 1.913  0.848
C 1.133 0.147 2.599  3.254
C 1.999 -0.548 1.537  -0.407
O 3.127 -0.879 1.746  -0.613
O 1.343 -0.780 0.400  -0.305
C 0.900 -0.853 3.718  -0.190
C 1.543 -0.725 4.942  -0.241
C 1.358 -1.686 5.927  -0.989
C 0.540 -2.779 5.693  -0.507
C -0.082 -2.926 4.460  -1.119
C 0.106 -1.972 3.475  -0.073
C 1.656 1.501 3.027  -0.512
C 0.903 2.214 3.960  0.012
C 1.264 3.504 4.314  -1.207
C 2.389 4.087 3.747  -0.494
C 3.145 3.377 2.827  -0.965
C 2.780 2.089 2.461  -0.306
H -0.585 1.170 2.299  0.228
H 2.192 0.120 5.129  0.491
H 1.860 -1.577 6.879  0.434
H 0.394 -3.524 6.464  0.416
H -0.706 -3.788 4.264  0.448
H -0.347 -2.115 2.500  0.077
H 0.042 1.751 4.433  0.514
H 0.675 4.049 5.040  0.431
H 2.676 5.091 4.026  0.442
H 4.025 3.826 2.386  0.459
H 3.381 1.546 1.746  0.515
S 0.677 5.228 -5.254  -0.180
C 0.492 4.071 -4.131  0.100
S 0.540 4.379 -2.414  -0.030
C 0.277 2.734 -1.908  -0.057
C 0.133 1.815 -2.876  0.284
S -0.178 0.146 -2.494  -0.432
S 0.228 2.388 -4.518  -0.075
S 0.212 2.272 -0.236  -0.350
C -4.662 5.397 3.226  -1.229
C -5.680 4.347 2.799  -0.483
S -4.945 3.254 1.611  1.248
O -3.866 2.524 2.242  -0.591
O -4.670 3.993 0.401  -0.722
C -6.230 2.065 1.241  -0.891
C -5.814 1.148 0.093  -1.196
N -4.539 0.463 0.343  0.298
C -3.371 0.785 -0.243  0.654
N -2.364 0.131 0.351  0.701
C -2.905 -0.630 1.356  -0.926
C -4.238 -0.438 1.349  -0.204
N -5.193 -1.092 2.199  1.099
O -6.376 -0.888 1.988  -0.637
O -4.740 -1.814 3.057  -0.616
C -3.228 1.724 -1.380  -0.869
H -5.120 6.063 3.954  0.404
H -4.338 5.990 2.372  0.339
H -3.792 4.930 3.683  0.329
H -6.550 4.790 2.312  0.408
H -6.005 3.723 3.633  0.374
H -7.134 2.601 0.951  0.616
H -6.424 1.509 2.156  0.515
H -5.682 1.729 -0.816  0.559
H -6.588 0.407 -0.073  0.370
H -2.324 -1.257 2.009  0.666
H -3.818 2.627 -1.224  0.425
H -3.542 1.242 -2.308  0.372
H -2.187 2.012 -1.479  -0.444
N -0.100 -4.356 -2.140  -0.385
C 0.237 -3.283 -1.428  0.663
N 1.509 -2.997 -1.245  -0.187
S -1.062 -2.356 -0.766  -0.430
H 0.587 -4.993 -2.508  0.202
H -1.072 -4.545 -2.314  0.204
H 2.237 -3.547 -1.671  0.201
H 1.767 -2.208 -0.658  0.177


(6)
This record from OMol25 describes a 6-piece molecular cluster, C14H24N4O6 overall. The level of theory is the ωB97M-V functional and the def2-TZVPD basis.

Structure (SMILES): COC(=O)OC.COC(=O)OC.CC#N.CC#N.CC#N.CC#N
Electronic energy in eV: -33149.5003
Energy above the lowest of the compared OMol25 structures with the same formula, charge and spin in eV: 6.7606

Each line ends with the Mulliken charge.
Cartesian coordinates (Å):
C -0.989 -2.090 2.986  -0.655
O -1.076 -1.633 1.659  -0.287
C -0.610 -0.473 1.273  0.787
O -0.300 0.460 2.027  -0.594
O -0.538 -0.510 -0.093  -0.304
C 0.183 0.432 -0.823  -0.585
H -1.848 -1.712 3.542  0.284
H -0.123 -1.932 3.629  0.314
H -1.219 -3.133 2.769  0.262
H 0.009 0.347 -1.896  0.225
H 1.194 0.198 -0.492  0.281
H -0.078 1.466 -0.599  0.268
C -4.945 3.511 1.309  -0.599
O -5.124 3.378 2.785  -0.343
C -5.691 2.266 3.257  0.880
O -6.095 1.336 2.515  -0.617
O -5.680 2.300 4.540  -0.297
C -6.324 1.212 5.194  -0.692
H -5.800 2.956 0.923  0.310
H -4.088 2.941 0.952  0.241
H -4.970 4.544 0.961  0.245
H -6.138 0.252 4.712  0.302
H -7.408 1.304 5.131  0.299
H -5.997 1.035 6.218  0.273
C 4.752 -3.684 4.018  -0.682
C 5.500 -4.920 3.756  0.303
N 6.157 -5.867 3.522  -0.360
H 5.415 -2.822 3.945  0.253
H 4.184 -3.703 4.948  0.266
H 3.989 -3.632 3.241  0.219
C 2.533 2.446 -7.924  -0.719
C 1.789 1.571 -8.803  0.310
N 1.186 0.879 -9.505  -0.356
H 2.698 1.986 -6.949  0.259
H 2.063 3.423 -7.818  0.259
H 3.524 2.569 -8.360  0.247
C 4.013 3.039 2.305  -0.703
C 4.034 3.032 3.758  0.294
N 4.070 3.068 4.917  -0.356
H 2.995 3.242 1.973  0.233
H 4.343 2.045 2.006  0.234
H 4.766 3.644 1.800  0.300
C 0.673 -4.393 -7.538  -0.707
C 1.426 -3.605 -6.580  0.283
N 2.064 -3.010 -5.849  -0.347
H 0.386 -5.373 -7.159  0.274
H 1.300 -4.596 -8.407  0.254
H -0.205 -3.792 -7.774  0.244